Record 1
{
  "formula": "C3H10N2O",
  "method": "wB97M-V/def2-TZVPD",
  "elements": ["O", "C", "C", "H", "H", "H", "H", "N", "C", "N", "H", "H", "H", "H", "H", "H"],
  "xyz": [[1.513878, -0.805363, -1.274063], [1.868073, -0.581730, -0.147438], [2.689273, 0.585161, 0.307017], [1.695964, -1.399862, 0.566417], [2.535069, 1.393740, -0.411864], [3.748032, 0.370737, 0.427068], [2.291705, 0.932752, 1.263947], [-2.745101, 0.468352, -0.651095], [-1.388513, -0.010132, -0.584666], [-0.995528, -0.680373, 0.700101], [-3.504052, -0.188730, -0.724604], [-2.946282, 1.046441, 0.137506], [-1.189286, -0.746376, -1.355121], [-0.750059, 0.868961, -0.636502], [-1.040031, 0.019438, 1.444552], [-1.783144, -1.273011, 0.938752]],
  "forces_ev_per_angstrom": [[-0.105, 0.734, -0.497], [0.891, -1.584, -0.034], [-1.071, 0.890, -0.128], [-0.080, 0.263, 0.545], [0.325, -0.034, -0.013], [-0.004, -0.276, -0.075], [0.174, -0.075, 0.108], [-0.189, 0.334, -0.451], [-0.017, -0.475, 1.380], [-0.653, 0.574, -0.036], [0.265, -0.543, -0.123], [-0.130, 0.524, 0.405], [0.083, 0.318, -0.351], [0.216, -0.162, -0.545], [0.193, -0.012, -0.192], [0.103, -0.474, 0.008]],
  "nbo_charge": [-0.537, 0.448, -0.729, 0.116, 0.229, 0.243, 0.223, -0.848, -0.059, -0.843, 0.359, 0.347, 0.200, 0.175, 0.335, 0.344],
  "max_force_ha_per_bohr": 0.0354,
  "smiles": "CC=O.NCN",
  "e_tot_ha": -305.0211,
  "e_homo_ev": -8.97,
  "e_above_lowest_kj_mol": 140.6,
  "lumo_ev": 0.958
}


Record 2
{
  "formula": "C4H4GdO5",
  "method": "wB97M-V/def2-TZVPD",
  "elements": ["O", "C", "O", "Gd", "O", "C", "C", "O", "O", "C", "H", "H", "H", "H"],
  "xyz": [[0.720649, -0.645134, 1.924641], [-0.758910, -0.079312, 2.108381], [-0.798555, 1.003087, 1.466980], [-0.315710, -2.648337, 2.071468], [-0.542847, 0.398254, -1.528013], [-1.358220, -0.716595, -1.622804], [0.701861, 0.355846, -0.862231], [-2.532050, -0.428671, -1.894324], [-0.921633, -1.839634, -1.270532], [0.783316, 1.048758, 0.495647], [1.407176, 0.840176, -1.552770], [1.100105, -0.665952, -0.820410], [1.390239, 1.344763, 1.365409], [1.124580, 2.032753, 0.118555]],
  "forces_ev_per_angstrom": [[-5.291, -2.699, 1.654], [4.464, -0.549, -1.697], [1.880, -0.595, -1.335], [0.841, 2.358, -0.108], [-1.570, -0.210, -0.292], [4.543, 0.230, 2.866], [1.657, -2.655, 0.070], [-1.287, -0.568, -0.689], [-1.717, 1.288, -0.842], [-0.732, 4.621, 0.083], [-0.257, 0.325, 0.458], [-0.535, -0.101, 0.145], [0.602, -2.752, -0.124], [-2.600, 1.308, -0.189]],
  "lowdin_spin": [0.053, 0.069, 0.001, 5.828, 0.026, 0.032, 0.011, 0.686, 0.279, 0.011, 0.002, 0.001, 0.000, 0.000],
  "s2": 15.7901,
  "max_force_ha_per_bohr": 0.1199,
  "e_tot_ha": -1296.0617,
  "total_charge": 1,
  "e_homo_ev": [-12.50, -13.06],
  "e_above_lowest_kj_mol": 647.1,
  "multiplicity": 8,
  "lumo_ev": [-4.288, -7.405]
}


Record 3
{
  "formula": "C5H3O2S2",
  "method": "wB97M-V/def2-TZVPD",
  "elements": ["C", "C", "C", "C", "C", "O", "O", "S", "S", "H", "H", "H"],
  "xyz": [[1.046247, -0.340743, 0.202561], [2.137770, 0.288189, 0.010465], [-1.322168, -2.009911, -0.086639], [0.034204, -1.100846, 0.410706], [3.162299, 1.132130, -0.004842], [-2.962643, 1.335794, 1.036536], [-2.712616, 1.477956, -1.313797], [-2.932554, -1.438067, -0.268266], [-2.248986, 0.826167, -0.107241], [-1.315813, -3.008741, 0.124058], [3.563314, 1.412283, 0.865570], [3.550944, 1.425788, -0.869106]],
  "forces_ev_per_angstrom": [[-1.195, -1.864, -0.085], [0.718, 1.516, 0.079], [3.481, 6.007, 1.247], [-4.493, -2.803, -1.645], [-3.570, -3.175, 0.223], [-0.500, -0.074, 1.265], [-0.105, -0.089, -1.027], [0.648, -0.712, 0.011], [0.751, 1.149, -0.232], [0.840, -2.540, 0.460], [1.649, 1.266, 3.251], [1.775, 1.320, -3.546]],
  "nbo_charge": [-0.225, 0.041, -0.372, -0.009, -0.497, -0.978, -0.979, -0.116, 1.583, 0.180, 0.186, 0.186],
  "max_force_ha_per_bohr": 0.1372,
  "e_tot_ha": -1139.0225,
  "total_charge": -1,
  "e_homo_ev": [-3.60, -3.99],
  "e_above_lowest_kj_mol": 535.0,
  "lumo_ev": [3.117, 3.428]
}


Record 4
{
  "formula": "C43H36FGaOP2",
  "method": "wB97M-V/def2-TZVPD",
  "elements": ["Ga", "P", "C", "O", "P", "C", "C", "C", "C", "C", "C", "C", "C", "C", "C", "C", "H", "H", "H", "H", "H", "C", "C", "C", "C", "C", "H", "H", "H", "H", "H", "C", "C", "C", "C", "C", "H", "H", "H", "H", "H", "C", "C", "C", "C", "C", "H", "H", "H", "H", "H", "C", "C", "C", "C", "C", "H", "H", "H", "H", "H", "C", "C", "C", "C", "C", "H", "H", "H", "H", "H", "H", "H", "F", "C", "C", "C", "C", "C", "C", "H", "H", "H", "H"],
  "xyz": [[0.320036, -0.043836, -0.175778], [-0.440461, -2.278240, -0.353301], [-1.951531, -0.012310, 3.382103], [-1.302368, -0.000649, 2.345837], [-0.162715, 2.268676, -0.416310], [-0.393436, -3.142957, 1.254628], [0.718469, -3.211637, -1.404248], [-2.113387, -2.507817, -1.033540], [-1.883505, 2.831125, -0.653241], [0.495011, 3.137600, 1.052800], [0.803873, 2.971351, -1.790919], [-1.558161, -3.641507, 1.862250], [-1.495710, -4.166086, 3.152997], [-0.281939, -4.205775, 3.844873], [0.883003, -3.730807, 3.234333], [0.834397, -3.228866, 1.934735], [-2.502019, -3.617061, 1.316980], [-2.406454, -4.543762, 3.620572], [-0.243899, -4.607515, 4.858246], [1.835287, -3.753927, 3.766038], [1.748601, -2.881302, 1.447207], [-3.170384, -1.753109, -0.491844], [-4.456725, -1.878735, -1.016172], [-4.704559, -2.779892, -2.057748], [-3.658293, -3.544189, -2.585823], [-2.360973, -3.402863, -2.088478], [-2.970119, -1.075736, 0.343112], [-5.267320, -1.276108, -0.603920], [-5.714315, -2.887543, -2.457154], [-3.850049, -4.253673, -3.391168], [-1.538692, -3.988038, -2.503839], [1.082538, -4.537582, -1.109233], [2.024069, -5.192349, -1.906099], [2.604153, -4.535350, -2.996207], [2.229946, -3.224000, -3.302126], [1.284433, -2.562747, -2.515372], [0.633969, -5.045999, -0.254236], [2.306490, -6.218828, -1.670282], [3.345436, -5.047103, -3.611209], [2.672949, -2.707707, -4.154715], [0.984525, -1.538128, -2.753572], [1.883688, 3.298626, 1.192527], [2.420350, 3.756874, 2.393238], [1.573797, 4.093412, 3.453524], [0.190181, 3.957581, 3.311789], [-0.352719, 3.477201, 2.121339], [2.548420, 3.040983, 0.364348], [3.502619, 3.849585, 2.497013], [1.996080, 4.458817, 4.391208], [-0.473587, 4.220469, 4.137028], [-1.430090, 3.354327, 2.008401], [-2.920105, 2.172245, 0.032088], [-4.243459, 2.574289, -0.144882], [-4.542009, 3.654405, -0.983576], [-3.512616, 4.319374, -1.658163], [-2.188369, 3.903751, -1.508340], [-2.674932, 1.345855, 0.705234], [-5.041098, 2.045661, 0.379266], [-5.576446, 3.976433, -1.113671], [-3.739327, 5.164608, -2.309537], [-1.387979, 4.410521, -2.047928], [1.254135, 4.303469, -1.765243], [2.013508, 4.801766, -2.826924], [2.328214, 3.976946, -3.912395], [1.870462, 2.656368, -3.944902], [1.096095, 2.154815, -2.896793], [1.020933, 4.945505, -0.913106], [2.360752, 5.835293, -2.799457], [2.931211, 4.365960, -4.734013], [2.112335, 2.010715, -4.790448], [0.721025, 1.127439, -2.921726], [-1.654556, -0.049352, 4.417825], [-3.015013, 0.011569, 3.549194], [5.699480, -0.096436, 2.647104], [4.486138, -0.123198, 1.999631], [3.329147, 0.010370, 2.758309], [2.102358, 0.004611, 2.088555], [2.058119, -0.118557, 0.694810], [3.242902, -0.270004, -0.040794], [4.479762, -0.271287, 0.616870], [3.373394, 0.123877, 3.840310], [1.174597, 0.107087, 2.651221], [3.191213, -0.386202, -1.123549], [5.411201, -0.380778, 0.064420]],
  "forces_ev_per_angstrom": [[0.469, -0.056, 0.887], [-0.904, -1.786, -0.401], [0.211, -0.040, -0.315], [-0.803, -0.004, 1.216], [-0.493, 2.042, -0.307], [0.076, 0.305, 0.454], [0.389, 0.358, -0.237], [-0.272, 0.194, -0.160], [-0.369, -0.300, 0.005], [0.037, -0.490, 0.452], [0.204, -0.477, -0.351], [0.133, 0.270, -0.173], [0.035, -0.071, -0.040], [-0.026, 0.177, -0.189], [-0.057, -0.119, -0.146], [-0.057, 0.270, 0.035], [0.192, 0.003, 0.247], [0.292, 0.056, -0.153], [-0.012, 0.122, -0.296], [-0.277, -0.063, -0.173], [-0.232, -0.064, 0.223], [0.132, -0.087, -0.261], [0.128, -0.078, 0.078], [0.286, -0.013, 0.048], [-0.035, 0.126, 0.137], [0.070, 0.153, 0.261], [-0.132, -0.099, -0.235], [0.210, -0.215, -0.125], [0.322, 0.041, 0.117], [0.050, 0.221, 0.220], [-0.291, 0.144, 0.053], [-0.042, 0.240, 0.010], [-0.108, 0.174, -0.071], [-0.201, 0.091, 0.157], [-0.157, 0.139, 0.012], [0.149, -0.361, 0.266], [0.189, 0.111, -0.251], [-0.088, 0.300, -0.074], [-0.215, 0.158, 0.192], [-0.112, -0.194, 0.230], [0.121, -0.193, -0.058], [0.027, -0.272, -0.004], [-0.131, 0.129, -0.068], [-0.036, -0.118, -0.156], [-0.012, 0.046, -0.022], [0.139, -0.214, -0.204], [-0.158, 0.037, 0.305], [-0.339, 0.027, -0.032], [-0.152, -0.114, -0.284], [0.210, -0.030, -0.257], [0.233, 0.086, 0.116], [0.144, 0.069, -0.185], [0.100, 0.109, 0.002], [0.264, -0.095, 0.017], [0.007, -0.139, 0.124], [0.093, -0.153, 0.178], [-0.154, 0.177, -0.200], [0.208, 0.199, -0.149], [0.324, -0.109, 0.037], [0.062, -0.276, 0.187], [-0.292, -0.103, 0.095], [0.032, -0.131, -0.019], [-0.173, -0.232, 0.044], [-0.138, -0.095, 0.199], [-0.116, -0.071, -0.011], [0.222, 0.416, 0.248], [0.101, -0.192, -0.266], [-0.102, -0.313, -0.022], [-0.180, -0.137, 0.247], [-0.068, 0.233, 0.225], [0.121, 0.194, -0.127], [2.130, -0.070, 0.414], [-1.359, 0.080, -1.670], [-1.340, -0.060, -0.710], [0.956, 0.069, 0.467], [-0.251, -0.040, -0.181], [0.422, 0.086, 0.025], [0.111, -0.062, -0.159], [0.121, 0.063, 0.517], [-0.302, -0.003, -0.162], [0.131, -0.051, -0.272], [0.262, 0.014, -0.004], [0.236, 0.026, 0.206], [-0.168, 0.032, 0.227]],
  "lowdin_charge": [0.667, 1.042, -0.046, -0.065, 1.050, -0.351, -0.364, -0.361, -0.341, -0.344, -0.370, -0.067, -0.055, -0.045, -0.046, -0.093, 0.108, 0.119, 0.120, 0.120, 0.112, -0.111, -0.057, -0.043, -0.046, -0.056, 0.088, 0.115, 0.121, 0.121, 0.111, -0.060, -0.038, -0.039, -0.054, -0.104, 0.118, 0.123, 0.123, 0.118, 0.090, -0.095, -0.049, -0.042, -0.055, -0.071, 0.117, 0.122, 0.121, 0.118, 0.104, -0.112, -0.059, -0.043, -0.044, -0.054, 0.073, 0.114, 0.121, 0.122, 0.105, -0.085, -0.037, -0.039, -0.053, -0.093, 0.123, 0.123, 0.123, 0.118, 0.084, 0.092, 0.088, 0.058, -0.232, 0.013, -0.124, -0.333, -0.099, 0.016, 0.131, 0.093, 0.099, 0.131],
  "max_force_ha_per_bohr": 0.0422,
  "e_tot_ha": -4442.2454,
  "total_charge": 2,
  "e_homo_ev": -14.01,
  "lumo_ev": -6.533
}